(1)
C21H21N3O2S in the gas phase, computed with ωB97M-V with the def2-TZVPD basis set.

```
! RIJCOSX wB97M-V def2-TZVPD def2/J DEFGRID3
* xyz 0 1
O 0.7103 0.6775 0.3027
C 0.8098 0.5700 -0.9153
N 0.6848 -0.5956 -1.5865
C 0.0753 -1.8189 -1.0859
C -1.2896 -1.5267 -0.4258
C -2.1629 -0.7725 -1.3883
C -2.3215 0.6023 -1.2702
C -3.0598 1.3084 -2.2043
C -3.6525 0.6466 -3.2653
C -3.5097 -0.7259 -3.3846
C -2.7668 -1.4293 -2.4542
C 0.9534 -2.6282 -0.1071
O 1.0952 -3.8263 -0.2532
N 1.4834 -1.9040 0.8812
C 2.2358 -2.4705 1.9739
C 1.4698 -2.3160 3.2976
C 1.1424 -0.8657 3.5148
C -0.1437 -0.3732 3.3144
C -0.3679 0.9856 3.4477
C 0.6960 1.8066 3.7836
C 1.9359 1.2184 3.9758
N 2.1570 -0.0762 3.8444
C 1.0977 1.7467 -1.7413
C 1.4029 2.9929 -1.2635
C 1.5810 3.9451 -2.2836
C 1.4017 3.4184 -3.5244
S 1.0141 1.7497 -3.4757
H 0.8026 -0.5533 -2.5870
H -0.0850 -2.4647 -1.9542
H -1.1307 -0.9364 0.4769
H -1.7421 -2.4817 -0.1535
H -1.8652 1.1231 -0.4406
H -3.1715 2.3782 -2.1024
H -4.2277 1.1971 -3.9950
H -3.9769 -1.2486 -4.2064
H -2.6555 -2.5001 -2.5507
H 1.2570 -0.9121 0.9403
H 2.4061 -3.5252 1.7483
H 3.1937 -1.9489 2.0560
H 2.1047 -2.6752 4.1075
H 0.5554 -2.9092 3.2640
H -0.9490 -1.0450 3.0558
H -1.3541 1.3976 3.2879
H 0.5677 2.8724 3.8924
H 2.8012 1.8111 4.2455
H 1.4939 3.1953 -0.2118
H 1.8292 4.9758 -2.1056
H 1.4738 3.9103 -4.4743
*
```

The calculation puts the energy relative to the best compared isomer or geometry (same formula, charge and spin) at 0.00 kJ/mol. Its calculated total energy is -1525.82594 Eh. The structure (SMILES) is O=C(N[C@H](Cc1ccccc1)C(=O)NCCc1ccccn1)c1cccs1. Its HOMO energy is -9.09 eV. The calculation puts the orbital gap at 9.2 eV. The LUMO energy comes out at 0.14 eV.

(2)
A molecular structure, C21H21N5O4S4SbW, computed with ωB97M-V with the def2-TZVPD basis set.

```
! RIJCOSX wB97M-V def2-TZVPD def2/J DEFGRID3
* xyz 0 2
W -0.3154 -1.1392 1.4520
O -2.1660 -2.8636 4.5402
C -1.9127 -2.4030 3.4603
O -0.7801 -2.5325 2.8051
C -2.9616 -1.6344 2.6792
C -4.2474 -1.4428 3.2059
C -5.1596 -0.7843 2.4378
C -4.8161 -0.3791 1.1258
C -5.7453 0.2335 0.2535
C -5.3883 0.5487 -1.0261
C -4.0935 0.2445 -1.4960
C -3.1686 -0.3316 -0.6717
C -3.5051 -0.6264 0.6630
N -2.5773 -1.2003 1.4979
H -4.4527 -1.8145 4.1987
H -6.1587 -0.5834 2.8054
H -6.7462 0.4318 0.6162
H -6.1050 1.0105 -1.6919
H -3.8290 0.4530 -2.5244
H -2.1965 -0.6144 -1.0426
S 3.9314 -3.1247 -0.4074
Sb 2.4548 -3.0358 1.2608
S 2.0524 -0.6808 1.6889
S -0.0687 -2.5031 -0.2463
C -0.2302 3.2320 -0.2726
C -0.2277 1.9335 0.4577
N -0.2129 0.7664 -0.0884
O -0.2687 0.8105 -1.4532
C -0.2120 1.8841 1.9293
C 0.2659 2.9627 2.8329
N -0.5556 0.7116 2.3062
O -0.3497 0.0294 3.3912
H -0.1128 3.0894 -1.3410
H 0.5769 3.8643 0.1018
H -1.1686 3.7585 -0.0851
H -0.1369 -0.0975 -1.8269
H -0.3232 3.8737 2.7185
H 1.3060 3.2008 2.5996
H 0.2106 2.6222 3.8643
N 2.3890 -2.4321 -3.1464
C 1.7101 -1.2860 -3.2524
S 0.1106 -1.2403 -3.8050
N 2.3217 -0.1480 -2.8698
C 3.6338 0.0035 -2.3409
C 3.7846 0.6255 -1.1092
C 5.0528 0.8123 -0.5847
C 6.1678 0.3695 -1.2818
C 6.0104 -0.2521 -2.5118
C 4.7454 -0.4287 -3.0514
H 1.8461 -3.2687 -3.2773
H 3.1791 -2.4966 -2.5117
H 1.7197 0.6596 -2.8638
H 2.9042 0.9204 -0.5514
H 5.1674 1.2829 0.3831
H 7.1569 0.5018 -0.8640
H 6.8766 -0.5981 -3.0601
H 4.6182 -0.8948 -4.0197
*
```

The calculation puts the energy relative to the best compared isomer or geometry (same formula, charge and spin) at 50.05 kJ/mol. Its calculated total energy is -3287.74725 Eh. Its HOMO energy (alpha / beta) is -7.88 / -8.02 eV. The calculation puts the orbital gap (alpha / beta) at 6.2 / 6.3 eV. The LUMO energy (alpha / beta) comes out at -1.67 / -1.70 eV.

(3)
A molecular structure, C21H21N7O4PPdSe, computed with ωB97M-V with the def2-TZVPD basis set.

```
! RIJCOSX wB97M-V def2-TZVPD def2/J DEFGRID3
* xyz 3 1
Pd 0.4210 -0.6700 -0.0135
Se -4.6501 0.8713 5.2204
N -4.7839 1.0984 3.5117
C -3.7749 0.6758 2.7376
C -3.2183 1.1152 1.5500
C -3.7846 1.8752 0.4925
C -3.1965 1.7758 -0.7258
C -2.0617 0.9281 -0.9025
N -1.4291 0.2932 0.0521
C -1.8926 0.4801 1.3735
C -0.5969 -0.1768 2.8295
N 0.5005 -0.9578 2.3451
C 1.1627 -1.6520 3.1919
C 0.8786 -1.6598 4.6346
C -0.1542 -0.9481 5.1938
C -0.8609 -0.1403 4.3243
C -2.1530 0.5670 4.4824
N -3.0240 0.5418 5.6279
H -4.6955 2.4397 0.6481
H -3.5988 2.2759 -1.5946
H -1.6888 0.7796 -1.9086
H 1.9742 -2.2770 2.8356
H 1.5218 -2.2715 5.2593
H -0.3860 -0.9922 6.2515
O -0.6946 1.0347 2.1401
N -1.8640 -0.6976 2.2728
C -2.8593 -0.3607 3.2871
C -1.9687 1.9901 4.1393
N -1.8621 3.1225 3.9868
C -3.4516 -1.5416 3.8969
N -3.8859 -2.4751 4.4030
C 2.4578 2.8154 -3.7016
C 1.3010 2.0296 -3.1611
O 1.8616 0.8141 -2.4781
P 1.1291 -0.4529 -2.0157
O 2.1845 -1.3747 -1.2583
C 3.6907 -1.2296 -1.1719
C 4.3214 -2.0734 -2.2380
O 0.3361 -1.1721 -3.1104
C 0.9307 -1.8123 -4.3546
C 1.1838 -0.7940 -5.4256
H 2.0659 3.7091 -4.1893
H 3.0143 2.2441 -4.4429
H 3.1290 3.1305 -2.9048
H 0.6308 1.6706 -3.9404
H 0.7473 2.5674 -2.3935
H 3.9164 -1.5649 -0.1648
H 3.9051 -0.1684 -1.2730
H 4.0371 -3.1201 -2.1452
H 5.4051 -2.0046 -2.1265
H 4.0770 -1.7077 -3.2360
H 0.1659 -2.5332 -4.6231
H 1.8250 -2.3382 -4.0256
H 0.2762 -0.2483 -5.6805
H 1.5041 -1.3315 -6.3202
H 1.9814 -0.0991 -5.1618
*
```

Its calculated total energy is -4366.51332 Eh. Its HOMO energy (alpha / beta) is -17.48 / -17.48 eV. The calculation puts the orbital gap (alpha / beta) at 4.9 / 4.9 eV. The LUMO energy (alpha / beta) comes out at -12.60 / -12.60 eV.

(4)
2 unconnected molecules or ions with the total composition C21H21NO5S2 in a non-equilibrium geometry, computed with ωB97M-V with the def2-TZVPD basis set.

```
! RIJCOSX wB97M-V def2-TZVPD def2/J DEFGRID3
* xyz 0 1
C 4.8723 -0.2473 -0.1357
C 4.2775 -0.8060 1.0061
C 3.0596 -1.4944 0.9190
C 2.3708 -1.5327 -0.3069
C 0.9333 -1.9216 -0.3747
S 0.4655 -2.3854 -1.9980
C -0.6494 -3.7774 -1.8438
C -0.2442 -4.7886 -0.7966
C -0.4728 -4.2220 0.5843
S 0.3523 -2.6637 1.0293
C 3.0450 -1.1378 -1.4765
C 4.2585 -0.4534 -1.3813
H 5.8313 0.2860 -0.0673
H 4.7663 -0.6959 1.9761
H 2.5894 -1.9053 1.8224
H -1.6520 -3.3879 -1.6583
H -0.6271 -4.2124 -2.8517
H -0.8456 -5.6947 -0.9261
H 0.7918 -5.0838 -0.9308
H -1.5396 -4.0204 0.7384
H -0.1261 -4.9188 1.3584
H 2.5695 -1.2595 -2.4604
H 4.7217 -0.0625 -2.2901
C 2.8866 2.6207 -1.8816
C 1.6049 2.6602 -1.1011
O 1.1513 1.3013 -0.9063
C 0.0789 1.2707 -0.0666
C -0.4820 -0.0526 0.0997
C -1.7200 -0.1799 0.8228
O -2.1560 -1.3032 1.1580
C -2.6535 1.0089 1.1005
C -3.0447 1.9146 0.0985
C -3.9342 2.9370 0.3847
C -4.4013 3.1013 1.6995
N -5.1048 4.2942 2.0553
O -5.4582 4.4415 3.2490
O -5.3226 5.1462 1.1611
C -4.0864 2.1510 2.6808
C -3.2337 1.1031 2.3745
O -0.3042 2.3050 0.4737
H 3.1113 3.6462 -2.1789
H 3.7076 2.2567 -1.2558
H 2.8122 1.9970 -2.7789
H 1.7623 3.1351 -0.1220
H 0.8195 3.2074 -1.6488
H -0.3759 -0.6631 -0.8701
H -2.6600 1.8029 -0.9142
H -4.2383 3.6453 -0.3738
H -4.4999 2.2824 3.6695
H -3.0069 0.3560 3.1345
*
```

The calculation puts the energy relative to the best compared isomer or geometry (same formula, charge and spin) at 577.31 kJ/mol. Its calculated total energy is -2039.94376 Eh. Its HOMO energy is -7.88 eV. The calculation puts the orbital gap at 6.3 eV. The LUMO energy comes out at -1.61 eV.

(5)
C21H22ClN3O3 in the gas phase, computed with ωB97M-V with the def2-TZVPD basis set.

```
! RIJCOSX wB97M-V def2-TZVPD def2/J DEFGRID3
* xyz 0 1
C -0.0413 -4.5147 0.2513
O -0.5551 -3.3365 -0.3157
C -0.0455 -2.9067 -1.5153
C 0.9642 -3.5675 -2.1947
C 1.4124 -3.1112 -3.4253
C 0.8519 -1.9796 -3.9776
C -0.1441 -1.2990 -3.2978
C -0.6194 -1.7363 -2.0652
N -1.6521 -1.0985 -1.3707
C -1.3490 -0.6933 -0.0024
C -2.2701 0.4349 0.4602
N -2.2544 1.6113 -0.3986
C -1.4328 2.7328 0.0319
C -1.8373 3.2531 1.4070
C -0.7729 2.7367 2.3498
O -0.8075 2.7179 3.5488
N 0.2895 2.2788 1.5744
C 1.5211 1.8381 2.1196
C 2.1805 0.7463 1.5685
C 3.3885 0.3375 2.1042
C 3.9431 0.9960 3.1871
C 3.2730 2.0823 3.7272
Cl 3.9524 2.9212 5.0735
C 2.0688 2.5171 3.2014
C 0.0311 2.3338 0.2103
O 0.8195 2.0647 -0.6579
C -2.0633 1.2835 -1.8091
C -2.5043 -0.1572 -2.0629
H 1.0233 -4.4199 0.4910
H -0.6025 -4.6645 1.1730
H -0.1908 -5.3786 -0.4046
H 1.4061 -4.4595 -1.7798
H 2.1948 -3.6474 -3.9400
H 1.1938 -1.6091 -4.9321
H -0.5408 -0.3991 -3.7405
H -0.3043 -0.3573 0.0654
H -1.4683 -1.5480 0.6690
H -3.3005 0.0650 0.4946
H -1.9937 0.7108 1.4790
H -1.5172 3.4945 -0.7489
H -1.8205 4.3437 1.4443
H -2.8295 2.9240 1.7110
H 1.7642 0.2271 0.7210
H 3.9022 -0.5075 1.6728
H 4.8827 0.6761 3.6082
H 1.5613 3.3629 3.6350
H -2.6620 1.9839 -2.4026
H -1.0103 1.3842 -2.1059
H -2.5042 -0.3783 -3.1289
H -3.5307 -0.2884 -1.7030
*
```

The calculation puts the energy relative to the best compared isomer or geometry (same formula, charge and spin) at 200.39 kJ/mol. Its calculated total energy is -1663.62337 Eh. The structure (SMILES) is COc1ccccc1N1CCN([C@H]2CC(=O)N(c3cccc(Cl)c3)C2=O)CC1. Its HOMO energy is -7.71 eV. The calculation puts the orbital gap at 8.3 eV. The LUMO energy comes out at 0.64 eV.